{
  "formula": "C7H11N2",
  "method": "ωB97M-V with the def2-TZVPD basis set",
  "multiplicity": 1,
  "lumo_energy_ev": [-4.86, -5.05],
  "orbital_gap_ha": [0.284, 0.264],
  "charge": 1,
  "elements": ["C", "C", "C", "C", "C", "C", "C", "N", "N", "H", "H", "H", "H", "H", "H", "H", "H", "H", "H", "H"],
  "positions_angstrom": [[-2.02240, 0.31189, 0.96026], [-1.41587, -0.92898, 0.82641], [0.89927, 1.00066, 0.12776], [-1.40776, 0.19849, -1.22888], [-1.70315, 1.17449, -0.09191], [-0.59430, -0.85429, -0.45284], [1.77055, -1.28520, 0.19531], [0.74800, -0.24943, -0.10467], [1.92639, 1.78698, 0.08222], [-2.60254, 0.73146, 1.69957], [-1.42463, -1.72117, 1.44066], [-2.24250, -0.38762, -1.59303], [-0.78826, 0.44049, -2.03499], [-1.77846, 2.20338, -0.27209], [-0.28097, -1.87834, -0.76478], [1.53521, -1.94192, 1.06160], [2.03416, -1.78922, -0.82025], [2.62968, -0.83954, 0.69329], [1.90786, 2.60488, 0.62791], [2.80971, 1.42296, -0.35156]],
  "forces_ev_per_a": [[1.13, -0.83, -0.05], [-0.11, 4.42, -2.91], [-3.70, 0.22, -0.41], [1.24, -1.45, 0.55], [2.16, -2.81, -2.09], [-0.60, -0.85, 2.04], [0.82, -0.31, -1.03], [1.45, -0.82, 0.86], [1.84, -2.00, -0.93], [-1.05, 0.12, 2.20], [-0.15, -2.57, 2.32], [-0.71, 0.51, -0.05], [0.54, 1.31, -1.40], [-0.63, 1.20, 0.27], [-0.90, 0.96, -0.75], [-0.93, -0.14, -1.16], [-0.24, 0.45, 2.21], [0.40, 0.58, -0.82], [0.21, 1.24, 0.20], [-0.77, 0.80, 0.95]],
  "lowdin_charge": [-0.05, 0.08, -0.11, -0.10, 0.07, -0.23, -0.01, -0.11, 0.18, 0.10, 0.08, 0.14, 0.10, 0.10, 0.16, 0.11, 0.14, 0.08, 0.11, 0.16]
}


{
  "formula": "C16H46N2O8",
  "method": "ωB97M-V with the def2-TZVPD basis set",
  "multiplicity": 1,
  "lumo_energy_ev": 0.47,
  "orbital_gap_ha": 0.348,
  "elements": ["C", "O", "H", "H", "H", "H", "C", "O", "H", "H", "H", "H", "C", "O", "H", "H", "H", "H", "C", "O", "H", "H", "H", "H", "C", "O", "C", "C", "N", "C", "C", "O", "C", "H", "H", "H", "H", "H", "H", "H", "H", "H", "H", "H", "H", "H", "H", "H", "C", "O", "C", "C", "N", "C", "C", "O", "C", "H", "H", "H", "H", "H", "H", "H", "H", "H", "H", "H", "H", "H", "H", "H"],
  "positions_angstrom": [[44.28600, 43.58000, 45.28400], [44.88200, 42.30600, 45.63300], [44.52000, 44.34800, 46.07500], [43.23000, 43.72800, 45.45200], [44.71400, 44.10900, 44.38000], [45.76200, 42.49700, 45.91600], [43.13400, 45.45800, 48.45200], [43.87500, 46.34000, 47.65000], [43.70500, 45.53700, 49.49000], [43.12500, 44.42700, 48.04600], [42.15400, 45.85000, 48.46400], [43.26800, 46.69300, 47.20000], [42.49100, 46.65800, 44.70700], [42.36300, 47.69200, 45.81500], [41.59400, 45.95600, 44.82000], [43.13400, 46.10000, 44.96900], [42.62900, 46.95100, 43.72500], [42.77900, 48.51700, 45.65200], [39.73900, 42.99800, 45.79000], [39.74400, 42.59800, 47.16400], [38.99800, 43.74600, 45.58300], [39.76600, 42.20700, 45.12900], [40.52400, 43.58200, 45.90200], [39.91900, 41.65500, 47.22700], [36.96900, 47.21000, 37.77600], [38.10000, 46.40800, 37.50500], [38.99700, 46.57300, 38.57000], [39.76200, 45.19400, 38.71200], [40.52800, 45.04700, 39.95700], [41.05900, 43.74800, 40.05400], [41.97900, 43.59700, 41.25600], [42.52000, 42.34400, 41.22400], [43.17200, 42.10700, 42.51600], [37.30800, 48.14800, 38.36100], [36.27900, 46.56500, 38.48800], [36.30700, 47.19600, 36.86400], [38.71300, 46.71800, 39.72200], [39.76400, 47.54200, 38.46500], [40.17100, 44.92000, 37.80900], [38.89400, 44.46400, 38.67400], [39.91900, 45.14300, 40.88100], [41.63000, 43.39700, 39.17300], [40.23000, 42.86100, 40.12600], [41.41300, 43.81100, 41.98600], [42.79300, 44.19900, 41.23500], [43.42100, 40.97100, 42.57500], [42.57500, 42.16600, 43.27400], [44.11200, 42.61600, 42.64500], [48.69500, 42.41400, 44.78100], [47.85800, 42.67100, 45.97400], [48.49100, 43.20800, 47.05300], [47.46400, 43.46800, 48.15400], [48.21100, 43.80500, 49.36200], [47.37200, 43.48300, 50.54200], [48.19500, 43.73300, 51.81400], [47.39800, 43.51500, 52.85300], [48.04000, 43.73600, 54.06200], [49.55000, 43.17500, 44.60300], [48.21900, 42.35900, 43.71000], [49.20500, 41.27400, 44.83400], [49.20000, 44.16500, 47.04100], [49.23000, 42.48900, 47.36200], [47.04300, 42.56400, 48.28600], [46.86000, 44.24500, 47.85000], [48.33400, 44.96400, 49.26400], [47.28300, 42.40000, 50.55600], [46.38700, 43.85700, 50.53600], [48.55500, 44.80000, 51.92700], [49.22400, 43.20900, 51.98500], [47.29300, 43.40300, 54.77200], [48.22700, 44.80900, 54.33000], [49.09800, 43.30500, 54.10200]],
  "forces_ev_per_a": [[2.11, 2.08, 1.66], [-2.31, 0.89, -1.07], [0.65, -0.61, -0.29], [-0.74, -1.34, -0.95], [-0.79, -1.16, 0.44], [1.22, 0.19, 0.23], [2.69, -0.43, 2.16], [7.39, -4.44, 4.83], [-1.79, -0.75, -1.77], [0.11, 0.32, 0.42], [-1.37, 0.05, 0.73], [-6.87, 5.20, -6.22], [-9.81, 5.90, 0.76], [-1.04, -2.50, -1.35], [0.56, 1.53, -0.42], [9.42, -7.10, 3.38], [-0.02, 1.29, -1.76], [0.75, 0.89, -0.78], [-2.08, 0.03, 2.39], [-1.20, -0.94, 0.72], [-1.35, -0.28, -0.04], [0.20, -1.42, -1.57], [4.59, 2.55, -1.49], [-0.12, 0.08, -0.02], [-2.00, -1.46, 1.47], [0.23, 1.05, 1.27], [3.99, 0.24, 2.40], [-3.91, 0.93, 2.08], [-1.49, 0.97, 1.09], [0.03, -3.65, -0.42], [1.05, -1.69, -6.28], [0.87, -2.34, 2.34], [3.28, -4.10, -5.38], [-1.10, -1.01, -1.59], [1.23, 1.43, -0.72], [1.09, 1.11, 0.69], [-0.97, -0.05, -2.54], [-1.86, -2.39, -0.33], [2.38, -0.28, -1.68], [0.44, 0.47, 0.52], [1.15, 0.24, -2.94], [-0.22, 0.75, 0.08], [1.43, 1.84, 0.07], [-3.98, 1.18, 6.39], [2.19, 2.98, -0.31], [-0.13, 1.80, -0.59], [-3.87, 1.33, 4.48], [0.16, 0.59, -0.12], [1.85, -2.04, -1.10], [-0.19, 0.22, -4.38], [2.52, 1.70, 1.91], [4.22, 0.68, -0.56], [-0.52, 4.05, 0.03], [3.58, -1.12, 0.01], [2.63, 2.23, -1.30], [-1.55, -0.85, 2.13], [0.70, 0.72, 1.01], [-1.38, -1.08, 0.95], [-0.28, 0.39, 2.57], [-1.20, 3.08, 0.32], [-1.66, -1.23, -1.22], [0.29, -0.61, 0.82], [-2.28, -2.87, 0.62], [-2.02, 1.39, -0.69], [-0.30, -3.95, 0.87], [-0.26, -0.33, -0.35], [-1.12, 1.05, 0.31], [-0.33, -0.30, -0.84], [-1.67, -0.05, -1.11], [0.62, -0.50, 0.69], [-0.33, -0.32, -0.73], [-1.51, -0.21, 0.10]],
  "lowdin_charge": [-0.17, -0.10, 0.06, 0.06, 0.10, 0.01, -0.13, -0.08, 0.12, 0.07, 0.07, -0.11, -0.01, -0.10, 0.12, -0.08, 0.07, 0.06, -0.12, -0.11, 0.08, 0.07, 0.01, 0.07, -0.13, -0.21, -0.28, -0.22, -0.08, -0.26, -0.28, -0.14, -0.05, 0.11, 0.11, 0.09, 0.14, 0.16, 0.09, 0.13, 0.17, 0.13, 0.16, 0.05, 0.10, 0.13, 0.01, 0.08, -0.09, -0.22, -0.29, -0.23, -0.07, -0.18, -0.31, -0.19, -0.13, 0.09, 0.10, 0.13, 0.16, 0.11, 0.09, 0.10, 0.19, 0.12, 0.10, 0.13, 0.15, 0.09, 0.09, 0.11]
}


It is found that the ΔE to the lowest compared entry with this formula, charge and spin values, taken in the order of the records, are 113.4 210.3 kcal/mol.